[1]
{"formula": "C5H13NO2", "method": "ωB97M-V/def2-TZVPD", "smiles": "CCN(C)CC=O.O", "multiplicity": 1, "e_above_lowest_kcal_mol": 75.53, "gap_ha": 0.3489, "homo_energy_ev": -8.71, "lumo_ev": 0.79, "largest_force_ev_per_a": 5.47, "symbols": ["C", "C", "N", "C", "C", "C", "O", "H", "H", "H", "H", "H", "H", "H", "H", "H", "H", "H", "O", "H", "H"], "coordinates": [[-0.9027, 2.0076, 1.9320], [-0.8736, 1.3787, 0.5392], [-0.0452, 0.2025, 0.5292], [1.3813, 0.2306, 1.0636], [-0.0022, -0.5942, -0.7566], [-0.0508, -2.0863, -0.4170], [-0.0954, -2.9523, -1.2859], [-1.7276, 2.5191, 2.0576], [-0.8878, 1.3685, 2.7560], [0.0388, 2.6193, 1.9603], [-1.9480, 1.0448, 0.2165], [-0.4951, 2.1534, -0.1793], [1.8433, 1.2084, 1.3513], [1.5032, -0.3543, 2.0337], [1.9004, -0.2263, 0.2509], [0.7799, -0.3259, -1.5954], [-0.9180, -0.4056, -1.3949], [-0.0838, -2.2766, 0.7212], [0.1743, -1.4846, -3.5003], [0.9117, -2.0160, -3.2233], [-0.5026, -2.0107, -3.0592]], "mulliken_charge": [-1.403, -0.295, 0.106, -1.021, -0.802, 0.224, -0.575, 0.466, 0.365, 0.284, 0.375, 0.271, 0.334, 0.238, 0.394, 0.349, 0.377, 0.299, -0.663, 0.327, 0.349]}

[2]
{"formula": "C5H13NO2", "method": "ωB97M-V/def2-TZVPD", "multiplicity": 1, "e_above_lowest_kcal_mol": 132.28, "gap_ha": [0.2804, 0.2804], "homo_energy_ev": [-6.83, -6.83], "lumo_ev": [0.80, 0.80], "largest_force_ev_per_a": 5.80, "symbols": ["C", "C", "C", "C", "C", "N", "O", "O", "H", "H", "H", "H", "H", "H", "H", "H", "H", "H", "H", "H", "H"], "coordinates": [[-0.8845, 0.4812, -1.6010], [0.7285, 0.2193, 0.2336], [-0.4274, -0.5818, 0.3743], [0.7610, 1.6375, 0.7435], [1.5758, -0.7142, 1.8160], [-0.4886, -1.8894, -0.0120], [-2.0348, 1.3136, -1.5367], [-1.2627, -0.6781, -2.3591], [-1.6198, -0.4252, -3.2263], [-2.5691, 0.9599, -0.8124], [-0.2560, 1.0332, -2.3183], [1.3958, -0.0426, -0.5777], [-1.0921, -0.3350, 1.1989], [-1.3183, -2.4180, 0.2056], [-0.1201, -2.0642, -0.9446], [0.0291, 1.7868, 1.5404], [0.5631, 2.3539, -0.0538], [1.7445, 1.8913, 1.1445], [1.4898, -1.7977, 1.7849], [1.1805, -0.3270, 2.7542], [2.6055, -0.4035, 1.6460]], "mulliken_charge": [-0.221, 0.278, -0.491, -1.242, -1.191, -0.373, -0.535, -0.558, 0.323, 0.324, 0.326, 0.328, 0.401, 0.239, 0.263, 0.282, 0.363, 0.381, 0.393, 0.330, 0.380]}

[3]
{"formula": "C5H13NO2", "method": "ωB97M-V/def2-TZVPD", "smiles": "CCN(C=O)CC.O", "multiplicity": 1, "e_above_lowest_kcal_mol": 57.44, "gap_ha": 0.3449, "homo_energy_ev": -9.01, "lumo_ev": 0.37, "largest_force_ev_per_a": 6.58, "symbols": ["C", "C", "N", "C", "O", "C", "C", "H", "H", "H", "H", "H", "H", "H", "H", "H", "H", "H", "O", "H", "H"], "coordinates": [[-1.8057, 0.1085, -0.1405], [-0.6344, 1.0869, 0.2093], [0.8137, 0.5883, 0.0149], [1.3182, -0.2274, 0.9651], [2.4392, -0.7595, 0.9170], [1.5407, 0.6685, -1.3119], [1.0428, -0.4980, -2.1954], [-1.7846, -0.3627, -1.1201], [-1.7581, -0.5444, 0.6330], [-2.8303, 0.6857, -0.1358], [-0.7260, 1.1752, 1.3198], [-0.8155, 1.9895, -0.3899], [0.6014, -0.3739, 1.7834], [2.5325, 0.4503, -0.9703], [1.6517, 1.5411, -1.7177], [1.3627, -0.5817, -3.2419], [0.0788, -0.6915, -2.0280], [1.5788, -1.3583, -1.6885], [-1.3583, -0.8081, 2.6871], [-2.2159, -0.5737, 3.1653], [-1.0316, -1.5145, 3.2452]], "mulliken_charge": [-0.865, -0.570, 0.059, 0.291, -0.617, -0.922, -0.764, 0.340, 0.229, 0.275, 0.341, 0.337, 0.207, 0.399, 0.562, 0.353, 0.143, 0.259, -0.604, 0.272, 0.280]}

[4]
{"formula": "C5H13NO2", "method": "ωB97M-V/def2-TZVPD", "smiles": "C=CC[C@H](N)CO.O", "multiplicity": 1, "e_above_lowest_kcal_mol": 54.86, "gap_ha": 0.3639, "homo_energy_ev": -9.27, "lumo_ev": 0.63, "largest_force_ev_per_a": 1.92, "symbols": ["C", "C", "C", "C", "N", "C", "O", "H", "H", "H", "H", "H", "H", "H", "H", "H", "H", "H", "O", "H", "H"], "coordinates": [[1.9056, 2.8459, -0.2120], [1.9410, 1.5927, 0.1929], [1.0811, 1.0892, 1.3331], [-0.3245, 0.6206, 0.8512], [-1.3533, 1.4515, 1.4901], [-0.5339, -0.8824, 1.0755], [-1.3714, -1.4390, 0.0526], [2.4788, 3.0769, -1.1038], [1.3337, 3.6305, 0.2049], [2.6225, 0.8541, -0.2180], [1.0177, 1.8454, 2.0844], [1.5629, 0.2389, 1.8111], [-0.3492, 0.7179, -0.2212], [-2.1369, 1.5975, 0.8652], [-1.6715, 1.0081, 2.3424], [0.3392, -1.5169, 0.9931], [-0.9922, -0.9972, 2.0611], [-2.2906, -1.1957, 0.1786], [-1.1451, -5.0600, -4.9296], [-0.3466, -4.9913, -4.3958], [-1.7672, -4.4867, -4.4558]], "mulliken_charge": [-0.756, -0.173, -1.040, 0.333, -0.657, -0.674, -0.554, 0.256, 0.308, 0.311, 0.428, 0.383, 0.360, 0.261, 0.262, 0.369, 0.296, 0.285, -0.640, 0.319, 0.321]}

[5]
{"formula": "C5H13NO2", "method": "ωB97M-V/def2-TZVPD", "smiles": "CCN[C@H](C)C=O.O", "multiplicity": 1, "e_above_lowest_kcal_mol": 68.95, "gap_ha": 0.3423, "homo_energy_ev": -8.48, "lumo_ev": 0.84, "largest_force_ev_per_a": 5.90, "symbols": ["C", "C", "N", "C", "C", "C", "O", "H", "H", "H", "H", "H", "H", "H", "H", "H", "H", "H", "O", "H", "H"], "coordinates": [[-2.4678, 1.3192, -1.4160], [-1.0730, 1.2088, -0.6696], [-0.3469, 0.0602, -1.1786], [1.1415, 0.0557, -0.9765], [1.7213, -1.1814, -1.5527], [1.5206, 0.3702, 0.5138], [2.1014, -0.3875, 1.1615], [-2.2417, 2.0182, -2.1874], [-2.7967, 0.2381, -1.7474], [-3.3132, 1.5795, -0.8331], [-0.5048, 2.1077, -0.9247], [-1.1877, 1.1067, 0.3965], [-0.6562, -0.7897, -0.9818], [1.5067, 0.9862, -1.5118], [1.4851, -2.1153, -1.0423], [2.8164, -1.1597, -1.6490], [1.3204, -1.4669, -2.5889], [1.0104, 1.3011, 1.0303], [-0.2434, -1.4250, 5.4324], [0.7095, -1.5491, 5.2521], [-0.5020, -2.2768, 5.4733]], "mulliken_charge": [-1.000, -0.464, -0.339, 0.448, -1.501, -0.032, -0.431, 0.279, 0.232, 0.344, 0.315, 0.324, 0.227, 0.207, 0.354, 0.367, 0.370, 0.298, -0.613, 0.323, 0.290]}

[6]
{"formula": "C5H13NO2", "method": "ωB97M-V/def2-TZVPD", "multiplicity": 1, "e_above_lowest_kcal_mol": 47.14, "gap_ha": 0.3566, "homo_energy_ev": -9.05, "lumo_ev": 0.65, "largest_force_ev_per_a": 3.67, "symbols": ["C", "C", "C", "C", "C", "N", "O", "O", "H", "H", "H", "H", "H", "H", "H", "H", "H", "H", "H", "H", "H"], "coordinates": [[-0.9067, -0.1001, -0.2736], [0.6007, 0.0138, -0.0485], [-1.5969, 0.6752, 0.8967], [1.1315, 1.4268, -0.0263], [1.2102, -0.8936, 0.9754], [-1.2888, -1.5077, -0.1544], [-1.2034, 0.4475, -1.5040], [0.9813, -0.5384, -1.6982], [-0.2578, 0.0577, -2.0997], [1.9110, -0.3841, -1.8873], [-2.2851, -1.5733, -0.3306], [-0.8301, -2.0225, -0.8984], [-1.3427, 1.7297, 0.8723], [-2.6627, 0.5987, 0.6895], [-1.3616, 0.2347, 1.8622], [1.1628, -1.9081, 0.5868], [1.1113, 1.8261, 0.9883], [0.5441, 2.0490, -0.6996], [2.1803, 1.4193, -0.3323], [2.2605, -0.6694, 1.1730], [0.6421, -0.8815, 1.9087]], "mulliken_charge": [0.867, 1.158, -1.618, -1.592, -1.411, -0.706, -0.751, -0.683, 0.467, 0.307, 0.300, 0.288, 0.373, 0.442, 0.345, 0.373, 0.361, 0.369, 0.474, 0.385, 0.254]}

[7]
{"formula": "C5H13NO2", "method": "ωB97M-V/def2-TZVPD", "multiplicity": 1, "e_above_lowest_kcal_mol": 116.35, "gap_ha": 0.1723, "homo_energy_ev": -7.42, "lumo_ev": -2.73, "largest_force_ev_per_a": 4.30, "symbols": ["N", "C", "C", "C", "C", "C", "H", "H", "H", "H", "H", "H", "H", "H", "H", "H", "H", "O", "H", "H", "O"], "coordinates": [[-0.3103, 1.2176, -1.3764], [-0.1190, 0.5071, -0.1206], [-0.4315, -0.9887, -0.0953], [1.1764, 1.5993, 3.3608], [0.6820, 0.6209, 2.3355], [0.4345, 1.0940, 1.0118], [-0.3533, 0.5381, -2.1253], [-1.2237, 1.6447, -1.3573], [-1.1092, -1.2208, -0.8996], [-0.9113, -1.2614, 0.8319], [1.3483, 2.5378, 2.8983], [0.4303, 1.7678, 4.1609], [2.2189, 1.3288, 3.8684], [0.5481, -0.4200, 2.5673], [0.7086, 2.1572, 0.9187], [-0.5756, -1.9205, -2.8685], [0.2896, -3.2294, -3.1627], [0.0816, -2.6440, -2.4663], [-1.9364, -0.8919, -4.0233], [0.4944, -1.6188, -0.2649], [-1.4427, -0.8179, -3.1935]], "mulliken_charge": [-0.483, 0.497, -1.254, -1.111, 0.264, -0.356, 0.361, 0.347, 0.348, 0.429, 0.342, 0.297, 0.295, 0.400, 0.254, 0.407, 0.256, -0.725, 0.137, 0.303, -1.009]}

[8]
{"formula": "C5H13NO2", "method": "ωB97M-V/def2-TZVPD", "multiplicity": 2, "e_above_lowest_kcal_mol": 88.17, "total_charge": 1, "s_squared": 0.753, "gap_ha": [0.2476, 0.2325], "homo_energy_ev": [-13.27, -13.26], "lumo_ev": [-6.54, -6.93], "largest_force_ev_per_a": 1.53, "symbols": ["N", "C", "C", "C", "C", "C", "H", "H", "H", "H", "H", "H", "H", "H", "H", "H", "H", "O", "H", "H", "O"], "coordinates": [[-1.0248, -1.5783, 0.7291], [0.1368, -0.9801, 1.2978], [1.9345, -0.3516, -1.3896], [2.4578, 0.4877, -0.4640], [1.7267, 0.9197, 0.6533], [0.3487, 0.5958, 0.9032], [-2.3474, 0.4966, -1.1226], [-1.8562, -1.0489, 0.9755], [0.9640, -1.4085, 0.7405], [0.1323, -1.0997, 2.3744], [2.5327, -0.9698, -2.0514], [-0.2255, 0.8206, 0.0008], [3.4639, 0.8863, -0.5258], [2.3351, 1.4989, 1.3435], [-0.0745, 1.2252, 1.6897], [-2.4940, 0.3494, -2.6507], [0.8561, -0.4884, -1.4384], [-1.8396, 0.3323, -1.9462], [-0.9531, -1.6095, -0.2798], [-3.3758, 1.3058, 0.6597], [-2.6977, 0.6166, 0.5010]], "mulliken_spin": [0.003, -0.002, 0.000, 0.000, -0.001, 0.010, 0.000, -0.002, 0.000, 0.001, 0.000, -0.013, 0.000, 0.000, 0.003, 0.001, 0.000, 0.005, 0.000, -0.023, 1.019]}

[9]
{"formula": "C5H13NO2P", "method": "ωB97M-V/def2-TZVPD", "multiplicity": 1, "e_above_lowest_kcal_mol": 169.35, "total_charge": -1, "gap_ha": [0.2665, 0.2593], "homo_energy_ev": [-3.60, -3.40], "lumo_ev": [3.65, 3.66], "largest_force_ev_per_a": 6.82, "symbols": ["C", "C", "C", "C", "C", "N", "O", "O", "P", "H", "H", "H", "H", "H", "H", "H", "H", "H", "H", "H", "H", "H"], "coordinates": [[-1.5445, 1.1686, -0.3532], [-1.5535, -1.3758, -1.1897], [-1.0530, -0.7986, 1.2283], [2.8296, 1.1059, 0.3488], [-1.0415, -0.2857, -0.1982], [1.3209, 1.1387, 0.4858], [1.3369, 0.1069, -1.9111], [1.5408, -2.2358, 0.6867], [0.8335, -0.1869, -0.5530], [-2.6851, 1.0979, -0.3835], [-1.0323, 1.7524, 0.5759], [-1.2873, 1.4797, -1.3597], [-1.2480, -0.9458, -2.2555], [-2.5627, -1.4729, -1.0150], [-1.0672, -2.2336, -1.0816], [-0.1597, -1.3348, 1.2726], [-1.0894, -0.0134, 1.8522], [-1.9361, -1.3747, 1.6101], [3.4120, 0.4514, 0.9592], [2.9762, 0.9231, -0.6626], [3.0765, 2.2130, 0.5765], [0.9339, 0.8204, 1.3671]], "mulliken_charge": [-1.281, -1.811, -1.766, -0.864, 1.277, -0.390, -0.697, -0.904, 0.519, 0.369, 0.346, 0.315, 0.283, 0.570, 0.462, 0.521, 0.504, 0.353, 0.244, 0.374, 0.281, 0.298]}

[10]
{"formula": "C5H13NO3", "method": "ωB97M-V/def2-TZVPD", "smiles": "CC(C)[NH2+]C(=O)[O-].CO", "multiplicity": 1, "e_above_lowest_kcal_mol": 38.45, "gap_ha": 0.3541, "homo_energy_ev": -9.22, "lumo_ev": 0.42, "largest_force_ev_per_a": 4.09, "symbols": ["C", "C", "C", "N", "C", "O", "O", "H", "H", "H", "H", "H", "H", "H", "H", "H", "C", "O", "H", "H", "H", "H"], "coordinates": [[-1.7400, -3.0658, 1.1096], [-0.3885, -3.4929, 0.5616], [-0.4849, -4.1208, -0.8202], [0.5417, -2.3269, 0.5142], [0.8336, -1.6845, 1.9062], [0.4123, -0.5410, 2.0125], [1.7288, -2.3030, 2.4839], [-1.6557, -2.6803, 2.1346], [-2.2098, -2.3154, 0.4573], [-2.4050, -3.9375, 1.1522], [0.0895, -4.1916, 1.2606], [0.5018, -4.4381, -1.1840], [-1.1321, -5.0057, -0.7721], [-0.9156, -3.4124, -1.5428], [1.4208, -2.6731, 0.1196], [0.3696, -1.5224, -0.1884], [4.9998, -0.9951, 1.6290], [3.8934, -0.9553, 0.6222], [5.0881, -0.0030, 2.1010], [5.9141, -1.3299, 1.1128], [4.8983, -1.7038, 2.4607], [4.1940, -0.4655, -0.1470]], "mulliken_charge": [-1.277, 0.405, -1.380, -0.218, 0.552, -0.666, -0.642, 0.383, 0.325, 0.404, 0.215, 0.384, 0.385, 0.346, 0.351, 0.419, -0.573, -0.484, 0.268, 0.279, 0.241, 0.280]}

[11]
{"formula": "C5H13NO3", "method": "ωB97M-V/def2-TZVPD", "smiles": "CNC(=O)O.CC(C)O", "multiplicity": 1, "e_above_lowest_kcal_mol": 13.53, "gap_ha": 0.3739, "homo_energy_ev": -9.36, "lumo_ev": 0.82, "largest_force_ev_per_a": 0.81, "symbols": ["C", "N", "C", "O", "O", "H", "H", "H", "H", "H", "C", "C", "C", "O", "H", "H", "H", "H", "H", "H", "H", "H"], "coordinates": [[2.6167, 1.4110, -0.9114], [1.5665, 0.9437, -0.0207], [1.8255, -0.2620, 0.6227], [2.1051, -0.3671, 1.7892], [1.7771, -1.3104, -0.2159], [2.8369, 0.6304, -1.6376], [2.2646, 2.2953, -1.4359], [3.5408, 1.6641, -0.3701], [1.3636, 1.6403, 0.6885], [1.9393, -2.1175, 0.2923], [-1.6583, -1.3284, -0.8126], [-1.3465, -0.1149, 0.0617], [-2.6134, 0.5660, 0.5734], [-0.5143, -0.4758, 1.1452], [-2.2423, -1.0296, -1.6782], [-2.2227, -2.0702, -0.2496], [-0.7287, -1.7768, -1.1529], [-0.7471, 0.6013, -0.5076], [-3.2227, -0.1373, 1.1401], [-2.3476, 1.3958, 1.2235], [-3.2029, 0.9457, -0.2567], [-0.9895, -1.1040, 1.7126]], "mulliken_charge": [-0.953, -0.219, 0.673, -0.616, -0.452, 0.332, 0.313, 0.299, 0.258, 0.316, -1.364, 0.651, -1.448, -0.530, 0.380, 0.346, 0.312, 0.297, 0.359, 0.361, 0.377, 0.309]}

[12]
{"formula": "C5H13NO3", "method": "ωB97M-V/def2-TZVPD", "smiles": "[H]/N=C(/C)C(C)(O)O.CO", "multiplicity": 1, "e_above_lowest_kcal_mol": 26.44, "gap_ha": 0.3763, "homo_energy_ev": -9.63, "lumo_ev": 0.60, "largest_force_ev_per_a": 0.81, "symbols": ["H", "N", "C", "C", "C", "C", "O", "O", "H", "H", "H", "H", "H", "H", "H", "H", "C", "O", "H", "H", "H", "H"], "coordinates": [[-0.6079, -1.0450, 2.1890], [-0.7648, -1.6945, 1.4181], [-0.9152, -1.1452, 0.3006], [-1.1544, -1.9699, -0.9177], [-0.9002, 0.3810, 0.1089], [-2.3389, 0.8953, -0.0045], [-0.3151, 1.0223, 1.2044], [-0.1633, 0.6641, -1.0701], [-1.0343, -3.0192, -0.6686], [-2.1637, -1.7995, -1.2876], [-0.4561, -1.6830, -1.7001], [-2.3316, 1.9834, 0.0196], [-2.9223, 0.5330, 0.8368], [-2.7835, 0.5522, -0.9342], [0.6140, 0.7301, 1.2714], [-0.2202, 1.6135, -1.2344], [3.4004, 0.8127, 0.1564], [2.2079, 0.1066, 0.3994], [3.9516, 0.8309, 1.0951], [4.0105, 0.3168, -0.6045], [3.2015, 1.8422, -0.1602], [1.6857, 0.0722, -0.4180]], "mulliken_charge": [0.300, -0.734, 0.581, -1.333, 1.054, -1.534, -0.645, -0.538, 0.375, 0.292, 0.304, 0.423, 0.356, 0.385, 0.451, 0.305, -0.635, -0.476, 0.225, 0.267, 0.276, 0.303]}

Question: Number 6 is which compound?
Answer: C5H13NO2

What did the tenth record say?
{"formula": "C5H13NO3", "method": "ωB97M-V/def2-TZVPD", "smiles": "CC(C)[NH2+]C(=O)[O-].CO", "multiplicity": 1, "e_above_lowest_kcal_mol": 38.45, "gap_ha": 0.3541, "homo_energy_ev": -9.22, "lumo_ev": 0.42, "largest_force_ev_per_a": 4.09, "symbols": ["C", "C", "C", "N", "C", "O", "O", "H", "H", "H", "H", "H", "H", "H", "H", "H", "C", "O", "H", "H", "H", "H"], "coordinates": [[-1.7400, -3.0658, 1.1096], [-0.3885, -3.4929, 0.5616], [-0.4849, -4.1208, -0.8202], [0.5417, -2.3269, 0.5142], [0.8336, -1.6845, 1.9062], [0.4123, -0.5410, 2.0125], [1.7288, -2.3030, 2.4839], [-1.6557, -2.6803, 2.1346], [-2.2098, -2.3154, 0.4573], [-2.4050, -3.9375, 1.1522], [0.0895, -4.1916, 1.2606], [0.5018, -4.4381, -1.1840], [-1.1321, -5.0057, -0.7721], [-0.9156, -3.4124, -1.5428], [1.4208, -2.6731, 0.1196], [0.3696, -1.5224, -0.1884], [4.9998, -0.9951, 1.6290], [3.8934, -0.9553, 0.6222], [5.0881, -0.0030, 2.1010], [5.9141, -1.3299, 1.1128], [4.8983, -1.7038, 2.4607], [4.1940, -0.4655, -0.1470]], "mulliken_charge": [-1.277, 0.405, -1.380, -0.218, 0.552, -0.666, -0.642, 0.383, 0.325, 0.404, 0.215, 0.384, 0.385, 0.346, 0.351, 0.419, -0.573, -0.484, 0.268, 0.279, 0.241, 0.280]}